No. 1
ORCA calculation (ωB97M-V with the def2-TZVPD basis set) on a 2-piece molecular cluster, C4H8NO2 overall.

```
15
Properties=species:S:1:pos:R:3:lowdin_charge:R:1
O -1.2458 -0.1227 0.3919 -0.118
C -1.2480 -0.8319 -0.6605 -0.759
O -0.2522 -1.1916 -1.3637 -0.121
C -2.6656 -1.2210 -1.1754 -0.063
H -2.6074 -2.1702 -1.7050 0.047
H -3.2575 -1.3464 -0.2490 0.053
H -3.0361 -0.3284 -1.7145 0.062
C 2.1593 0.3028 1.8100 -0.065
C 1.5900 0.5576 0.6110 -0.295
N 1.7683 1.7143 -0.1657 0.030
H 2.8635 0.9690 2.3077 0.013
H 1.8232 -0.5798 2.3683 0.028
H 0.9131 -0.1060 0.1329 0.038
H 2.0770 2.5121 0.3642 0.061
H 1.1183 1.8421 -0.9524 0.088
```

- E_LUMO (eV) = 4.23
- charge = -1
- gap between HOMO and LUMO (eV) = 8.24
- HOMO energy (eV) = -4.012
- multiplicity = 1

---

No. 2
ORCA calculation (ωB97M-V with the def2-TZVPD basis set) on a 2-piece molecular cluster, C18H31NO4P overall.

```
55
Properties=species:S:1:pos:R:3:lowdin_charge:R:1
C 4.4096 -0.8557 4.1741 -0.273
P 3.1781 -0.5223 2.8836 0.907
C 4.2821 -0.6802 1.4315 -0.275
O 2.4414 -2.0589 2.7175 -0.220
C 1.5166 -2.3636 3.6490 -0.648
O 1.4420 -1.8649 4.7384 0.135
O 0.7063 -3.3661 3.2029 0.066
C -0.2621 -2.9669 2.2550 -0.182
O -1.4393 -2.5488 2.8831 0.015
C -1.8393 -1.2459 2.7233 -0.276
C -3.1733 -1.0265 2.4069 -0.010
C -3.6430 0.2714 2.2826 -0.084
C -2.7903 1.3552 2.4653 -0.100
C -1.4568 1.1251 2.7797 -0.076
C -0.9795 -0.1691 2.9080 -0.017
H 5.0541 0.0262 4.2161 0.050
H 3.9188 -0.9875 5.1361 0.039
H 5.0136 -1.7313 3.9309 0.054
H 3.8888 -1.3869 0.7007 0.037
H 4.3923 0.3082 0.9839 0.028
H 5.2707 -1.0347 1.7270 0.039
H -0.4853 -3.8568 1.6683 0.148
H 0.1436 -2.1772 1.6141 0.133
H -3.8508 -1.8616 2.2849 0.125
H -4.6876 0.4458 2.0566 0.109
H -3.1689 2.3679 2.3931 0.107
H -0.7864 1.9585 2.9508 0.113
H 0.0577 -0.3132 3.1817 0.090
C 0.5439 2.4394 -4.9114 -0.091
C 0.9799 2.1085 -3.4855 -0.219
C 0.6051 0.7373 -2.9458 -0.109
N -0.8679 0.3681 -2.9069 -0.258
C -1.2730 -0.2595 -4.2004 0.022
C -1.0769 -0.6272 -1.7836 -0.094
C -1.2130 0.2253 -0.5401 -0.146
C -2.0184 1.4394 -1.0209 -0.113
C -1.7878 1.5161 -2.5393 -0.072
H -0.5385 2.5307 -5.0127 0.066
H 0.9697 3.3943 -5.2133 0.086
H 0.8926 1.6849 -5.6188 0.086
H 0.6488 2.8875 -2.7955 0.113
H 2.0707 2.1389 -3.4429 0.126
H 0.9694 0.6534 -1.9236 0.126
H 1.0872 -0.0479 -3.5284 0.139
H -0.6645 -1.1461 -4.3598 0.116
H -1.1252 0.4460 -5.0108 0.094
H -2.3214 -0.5377 -4.1374 0.112
H -1.9982 -1.1654 -2.0038 0.143
H -0.2401 -1.3232 -1.7756 0.142
H -0.2355 0.5328 -0.1668 0.116
H -1.7106 -0.3082 0.2657 0.093
H -1.7078 2.3504 -0.5150 0.120
H -3.0789 1.3072 -0.8147 0.119
H -1.3514 2.4518 -2.8655 0.112
H -2.7110 1.3632 -3.0924 0.135
```

- E_LUMO (eV) = -2.48
- charge = +1
- gap between HOMO and LUMO (eV) = 8.84
- HOMO energy (eV) = -11.319
- multiplicity = 1

---

No. 3
ORCA calculation (ωB97M-V with the def2-TZVPD basis set) on a 2-piece molecular cluster, C2H2FO3P overall.

```
9
Properties=species:S:1:pos:R:3:lowdin_charge:R:1
C 0.3464 0.6656 1.9295 -0.472
C 1.4539 -0.2880 -0.5527 -0.224
O 0.0317 1.6785 1.4226 0.172
O 0.4522 0.3080 -1.0311 -0.404
O 0.6730 -0.3226 2.3692 0.229
F 1.1546 -1.5613 -0.7087 -0.031
P -1.0345 -0.3931 -1.6227 0.942
H -1.7494 0.6784 -1.5567 -0.160
H -1.3279 -0.7656 -0.2494 -0.051
```

- E_LUMO (eV) = 0.30
- gap between HOMO and LUMO (eV) = 10.32
- HOMO energy (eV) = -10.014
- multiplicity = 1

---

No. 4
ORCA calculation (ωB97M-V with the def2-TZVPD basis set) on a 2-piece molecular cluster, H4NPS overall.

```
7
Properties=species:S:1:pos:R:3:lowdin_spin:R:1
N 0.7179 -0.2077 0.7486 0.212
P -0.6468 0.7324 0.4851 0.750
S -0.3355 0.6975 -1.6481 0.140
H 1.0228 -0.4859 1.6811 0.001
H 1.0893 -0.8154 0.1143 0.007
H -2.8996 -0.4773 0.1725 0.881
H 1.0518 0.5564 -1.5535 0.010
```

- E_LUMO (alpha / beta) (eV) = 0.83 / -1.07
- gap between HOMO and LUMO (alpha / beta) (eV) = 7.49 / 8.51
- HOMO energy (alpha / beta) (eV) = -6.660 / -9.582
- multiplicity = 3
- ⟨S²⟩ = 2.00

---

| no. | E (a.u.) |
| --- | --- |
| 1 | -362.48115 |
| 2 | -1401.32537 |
| 3 | -744.28287 |
| 4 | -796.55118 |